(1)
DFT (ωB97M-V with the def2-TZVPD basis set) results for C4H4O2Tb as an isolated structure.

The calculation puts the HOMO energy (alpha / beta) at -0.820 / -0.823 hartree. For the lowest unoccupied orbital energy (alpha / beta), the calculation gives -14.979 / -13.978 eV. The frontier orbital gap (alpha / beta) comes out at 7.3 / 8.4 eV. The spin multiplicity is 7. As for the net charge: +3.

Last column: Mulliken spin population.
CARTESIAN COORDINATES (ANGSTROEM)
C: 1.665 0.132 -0.734  -0.705
O: 1.312 -0.491 -1.818  -0.114
H: 2.088 -0.750 -2.333  -0.003
C: 0.603 1.173 0.860  -0.029
C: 0.435 -0.060 0.271  -0.141
C: -0.886 -0.474 -0.105  -0.171
O: -1.922 -0.197 0.490  -0.007
Tb: -4.089 -0.931 1.208  7.184
H: 1.527 1.367 1.409  0.003
H: -0.275 1.797 1.041  0.001
H: -0.461 -1.566 -0.289  -0.017

Forces on the atoms, in the same order (eV/Å):
C -4.9879 -5.0463 -0.6468
O 1.8916 2.1624 2.2573
H 0.7470 -0.2485 -1.4070
C -0.8224 -0.2228 2.4563
C 3.8105 6.8617 -1.4837
C 2.6913 -5.5954 1.6868
O -0.7506 0.4329 -0.7177
Tb -0.1493 0.1116 -0.0208
H 0.1540 0.6808 -0.6667
H 0.3582 0.2168 0.1138
H -2.9424 0.6469 -1.5715

(2)
DFT (ωB97M-V with the def2-TZVPD basis set) results for C4H4O2Tl as an isolated structure.

The calculation puts the HOMO energy (alpha / beta) at -0.948 / -0.967 hartree. For the lowest unoccupied orbital energy (alpha / beta), the calculation gives -18.462 / -18.833 eV. The frontier orbital gap (alpha / beta) comes out at 7.3 / 7.5 eV. As for the net charge: +3.

Last column: Löwdin charge in e.
CARTESIAN COORDINATES (ANGSTROEM)
H: -0.628 0.538 1.245  0.233
O: -2.930 0.408 -0.264  0.480
C: -2.050 -0.096 -0.780  0.163
C: -0.693 -0.541 -0.614  -0.042
C: 0.074 0.422 0.329  -0.034
C: 1.474 0.005 0.549  -0.151
O: 2.357 0.825 0.873  0.066
Tl: 3.336 -0.901 0.515  1.716
H: -0.233 -0.556 -1.617  0.179
H: -0.782 -1.571 -0.226  0.193
H: 0.075 1.467 -0.010  0.197

Forces on the atoms, in the same order (eV/Å):
H 1.8666 -0.4894 -0.2417
O 1.6569 -1.6239 -2.8695
C -3.1681 2.5174 4.0580
C 1.1945 -0.7868 -1.9995
C -3.2200 -0.8857 0.4372
C -0.2482 6.7500 1.8445
O -4.8505 1.2576 0.0529
Tl 6.0920 -6.5505 -0.9470
H -0.0340 -0.3563 0.1656
H 0.0335 0.1127 -0.1224
H 0.6772 0.0551 -0.3780

(3)
DFT (ωB97M-V with the def2-TZVPD basis set) results for C4H4O2Yb as an isolated structure.

The calculation puts the HOMO energy (alpha / beta) at -0.746 / -0.781 hartree. For the lowest unoccupied orbital energy (alpha / beta), the calculation gives -13.718 / -13.751 eV. The frontier orbital gap (alpha / beta) comes out at 6.6 / 7.5 eV. The spin multiplicity is 2. As for the net charge: +3.

Last column: Mulliken spin population.
CARTESIAN COORDINATES (ANGSTROEM)
H: 1.844 -0.616 0.257  0.027
O: -0.268 -2.708 0.806  0.112
C: -0.367 -1.539 0.136  0.122
C: 0.707 -0.909 -0.330  0.099
C: 1.065 0.421 -0.617  0.162
H: -1.097 -3.195 0.762  -0.002
H: -1.372 -1.136 -0.016  -0.003
H: 1.727 0.651 -1.459  0.013
C: 0.183 1.821 -0.222  0.354
O: -0.378 2.746 0.223  0.114
Yb: -2.043 4.466 0.459  0.004

Forces on the atoms, in the same order (eV/Å):
H -1.1487 -2.1108 -1.1730
O 0.5721 2.8123 -1.6759
C -1.8152 -3.6781 2.4100
C 3.9738 4.7357 0.9862
C -2.3579 1.0131 0.4247
H -0.6311 -0.3347 0.3770
H 0.1228 -0.3612 -0.5556
H 0.2621 0.4119 0.5846
C 0.4069 -2.2618 -1.8329
O 0.7955 -0.7394 0.3347
Yb -0.1802 0.5129 0.1203

(4)
DFT (ωB97M-V with the def2-TZVPD basis set) results for C4H4O2Zn as an isolated structure.

The calculation puts the HOMO energy (alpha / beta) at -0.914 / -0.914 hartree. For the lowest unoccupied orbital energy (alpha / beta), the calculation gives -17.666 / -17.882 eV. The frontier orbital gap (alpha / beta) comes out at 7.2 / 7.0 eV. The spin multiplicity is 2. As for the net charge: +3.

Last column: Mulliken spin population.
CARTESIAN COORDINATES (ANGSTROEM)
H: -0.785 -1.737 -0.239  0.009
C: 1.271 -0.974 0.202  0.253
C: -0.145 -0.920 0.092  0.481
C: -0.450 0.524 -0.035  0.016
H: 1.887 -1.854 -0.018  0.015
H: -0.568 1.086 0.901  0.029
H: -0.181 1.041 -0.967  0.032
O: 1.713 0.212 0.117  0.131
Zn: 2.788 1.413 1.000  0.033
O: -2.210 0.549 -0.409  0.000
C: -3.320 0.659 -0.643  0.000

Forces on the atoms, in the same order (eV/Å):
H -0.1629 -0.0861 0.4413
C -0.9478 -1.3569 -1.4355
C 0.3326 0.0214 -0.8545
C -2.6582 -0.1434 -0.2282
H 0.1175 -0.0689 0.7323
H 0.1343 0.1137 -0.3114
H -0.0692 -0.0843 0.2941
O 1.6026 1.4853 1.0814
Zn 1.0981 0.2174 0.0836
O 2.2444 -0.2961 0.5594
C -1.6914 0.1980 -0.3625

(5)
DFT (ωB97M-V with the def2-TZVPD basis set) results for one molecule with the formula C4H4O3.

The calculation puts the HOMO energy at -0.360 hartree. For the lowest unoccupied orbital energy, the calculation gives -1.008 eV. The frontier orbital gap comes out at 8.8 eV. As for the net charge: 0. As for the SMILES: CC(=O)C(=O)C=O.

Last column: Löwdin charge in e.
CARTESIAN COORDINATES (ANGSTROEM)
C: 1.168 0.269 1.302  0.004
C: 0.262 0.657 0.169  -0.366
O: 0.289 1.711 -0.423  0.129
C: -0.841 -0.338 -0.214  -0.267
O: -1.487 -0.933 0.617  0.137
C: -1.139 -0.542 -1.700  -0.156
O: -0.300 -0.377 -2.547  0.104
H: 0.614 -0.287 2.063  0.087
H: 1.631 1.161 1.726  0.092
H: 1.956 -0.389 0.914  0.101
H: -2.154 -0.933 -1.908  0.135

Forces on the atoms, in the same order (eV/Å):
C 0.0252 0.0587 0.0405
C 0.1388 0.3777 -0.0691
O -0.0524 -0.4586 0.2811
C -0.2650 -0.2354 0.3177
O 0.3094 0.2735 -0.4043
C 0.2808 0.0390 -0.4434
O -0.4206 -0.1241 0.4427
H 0.0650 0.0796 -0.1127
H -0.0549 -0.1199 -0.0751
H -0.1231 0.0617 0.0211
H 0.0968 0.0477 0.0016

(6)
DFT (ωB97M-V with the def2-TZVPD basis set) results for a 2-piece molecular cluster, C4H4O3 overall.

The calculation puts the HOMO energy at -0.361 hartree. For the lowest unoccupied orbital energy, the calculation gives -0.167 eV. The frontier orbital gap comes out at 9.7 eV. As for the net charge: 0.

Last column: Löwdin charge in e.
CARTESIAN COORDINATES (ANGSTROEM)
C: -1.159 1.186 -1.425  0.039
C: 0.089 0.025 0.452  -0.465
C: 0.793 -1.041 -0.284  -0.208
C: -0.931 -0.251 1.273  0.096
O: 0.752 1.240 0.431  0.005
O: -0.462 1.302 -2.309  0.076
O: 1.746 -0.802 -1.003  0.060
H: 1.525 1.130 -0.158  0.108
H: 0.377 -2.050 -0.166  0.131
H: -1.389 0.511 1.891  0.085
H: -1.342 -1.249 1.297  0.073

Forces on the atoms, in the same order (eV/Å):
C -0.1653 0.5671 -1.1877
C 1.3904 0.4188 1.4992
C 0.1402 0.1611 -0.8513
C 0.3135 0.2790 -0.3636
O -0.6309 -0.8303 -0.1253
O -0.3293 -0.1278 0.4182
O -0.5240 -0.1510 0.6701
H -0.3212 -0.0854 0.1091
H 0.0508 -0.1462 -0.0248
H 0.0510 -0.0496 -0.0774
H 0.0248 -0.0357 -0.0664

Record order is preserved below.
Largest force on an atom: 8.0, 9.0, 6.3, 2.7, 0.6, 2.1 eV/A
Record order is preserved below.
Energy relative to the best compared isomer or geometry (same formula, charge and spin): 0.0, 0.0, 303.5, 44.0, 121.9, 146.8 kJ/mol